13
Properties=species:S:1:pos:R:3:forces:R:3 method="wB97M-V/def2-TZVPD" homo_lumo_gap_ev=9.2 relative_energy_kcal_mol=35.03 multiplicity=1 e_homo_ev=-8.2875 fmax_ev_per_a=1.83 total_charge=0 molar_mass_g_mol=85.1
C -2.3878 -0.3802 0.0039 -0.6 -0.6 -0.6
N -0.9973 -0.1757 -0.0253 1.3 -1.2 0.3
C -0.3749 0.9794 -0.0229 0.0 1.4 0.2
C 1.0052 1.0774 0.0275 -0.1 0.6 0.2
C 1.8418 -0.0807 -0.0337 0.2 -1.1 -0.1
O 1.4622 -1.2635 0.0474 -0.3 0.7 -0.1
H -2.7449 0.5968 -0.2236 -1.3 0.5 -0.7
H -2.6366 -1.1883 -0.7256 -0.3 0.9 0.4
H -2.8211 -0.6311 0.9724 0.3 -0.3 0.2
H -0.3525 -0.9598 0.0212 0.1 -0.3 0.1
H -1.0690 1.8735 -0.0772 1.1 -0.9 0.2
H 1.4741 2.0428 0.2223 -0.2 -0.2 -0.5
H 2.9271 0.0276 -0.2409 -0.2 0.6 0.3